This record from the OMol25 dataset describes the molecule C7H12N4. The level of theory is ωB97M-V with the def2-TZVPD basis set.

XYZ file:
```
23
Properties=species:S:1:pos:R:3
C 2.763 1.860 1.193
C 1.934 0.715 1.643
C 1.940 0.440 3.109
C 1.303 -0.116 0.849
C 1.127 0.056 -0.657
C -1.006 -1.143 -0.915
C -2.997 0.121 -1.489
H 3.807 1.660 1.531
H 2.857 1.959 0.123
H 2.384 2.811 1.590
H 1.062 -0.127 3.444
H 2.805 -0.148 3.326
H 2.103 1.319 3.733
H 0.871 -1.084 1.176
H 1.618 0.980 -0.972
H 1.673 -0.759 -1.186
H -0.692 0.912 -1.345
H 0.379 -2.446 -0.572
H -2.865 -1.843 -1.046
N -0.258 0.033 -1.052
N -0.642 -2.328 -0.632
N -2.366 -0.960 -1.025
N -3.361 1.137 -1.890
```

Computed properties:
HOMO level = -9.30 eV
SMILES = [H]/N=C(/NC#N)NCC=C(C)C
Electronic energy = -13412.9127 eV
Charge = 0

Atomic partial charges in e from the Löwdin method, atoms 1 to 8:
1 C -0.06
2 C -0.37
3 C -0.07
4 C -0.07
5 C -0.20
6 C -0.50
7 C -0.30
8 H 0.10



This record from the OMol25 dataset describes a cluster of 2 separate species, C7H12NO2 in total. The level of theory is ωB97M-V with the def2-TZVPD basis set.

XYZ file:
```
22
Properties=species:S:1:pos:R:3
C -2.548 -0.133 0.552
C -2.811 -1.232 0.117
C -2.171 0.984 1.318
C 1.776 0.944 -0.671
C -2.904 -2.587 -0.438
C 0.855 1.666 -1.622
C 1.911 0.378 1.704
N 1.231 0.706 0.498
O -1.098 1.543 1.117
O 3.024 0.698 -1.081
H -2.953 1.174 2.038
H -4.038 -2.806 -0.450
H -2.177 -3.246 0.188
H -2.294 -2.722 -1.363
H 0.865 1.062 -2.599
H 1.300 2.652 -1.693
H -0.135 1.678 -1.317
H 1.306 0.636 2.460
H 2.025 -0.730 1.651
H 2.901 0.991 1.958
H 0.231 1.006 0.765
H 3.470 0.242 -0.363
```

Computed properties:
HOMO level = -13.95 eV
Electronic energy = -13028.9933 eV
Charge = +1

Atomic partial charges in e from the Löwdin method, atoms 1 to 8:
1 C 0.03
2 C -0.04
3 C -0.19
4 C -0.31
5 C -0.08
6 C 0.05
7 C -0.04
8 N 0.04



This record from the OMol25 dataset describes the molecule C7H12NO2P. The level of theory is ωB97M-V with the def2-TZVPD basis set.

XYZ file:
```
23
Properties=species:S:1:pos:R:3
C 1.249 0.358 -0.428
C -0.176 0.129 -2.723
C 0.379 -0.256 0.498
C -1.404 0.862 -2.522
C 1.215 0.846 2.632
C -0.236 -1.177 2.667
C 0.864 -0.453 1.858
N 0.903 0.094 -1.827
O 2.390 0.783 -0.223
O -0.090 -0.588 -3.702
P -2.407 0.465 -3.920
H -0.487 -0.798 0.319
H -1.705 1.675 -1.789
H 0.959 1.602 1.997
H 2.291 0.949 2.808
H 0.599 0.970 3.556
H -0.569 -2.064 2.020
H -1.146 -0.484 2.764
H 0.187 -1.434 3.691
H 1.697 -1.016 1.842
H 1.682 -0.387 -2.226
H -3.661 0.766 -3.245
H -2.535 -0.842 -4.050
```

Computed properties:
HOMO level (alpha / beta) = -9.30 / -8.40 eV
Electronic energy = -22323.1091 eV
Charge = 0

Atomic partial charges in e from the Löwdin method, atoms 1 to 8:
1 C -0.40
2 C -0.62
3 C 0.06
4 C -0.29
5 C -0.04
6 C -0.09
7 C -0.42
8 N 0.14



This record from the OMol25 dataset describes the ion C7H12NO5P with charge -2. The level of theory is ωB97M-V with the def2-TZVPD basis set.

XYZ file:
```
26
Properties=species:S:1:pos:R:3
C -1.019 0.326 -1.965
C 2.955 1.932 -0.340
C -0.913 -2.748 -0.786
C 1.443 1.659 -0.012
C -0.068 -2.374 0.434
C -0.090 1.023 1.638
C -0.875 0.010 0.788
N -0.047 0.372 -2.629
O -2.160 0.318 -1.505
O -3.593 -0.769 0.404
O -2.921 1.762 0.713
O 1.278 1.287 1.392
O -0.604 -1.410 1.292
P -2.565 0.295 0.504
H 3.446 2.697 0.274
H 3.676 1.106 -0.132
H 3.062 2.096 -1.383
H -1.910 -2.253 -0.730
H -0.531 -2.590 -1.755
H -1.035 -3.899 -0.835
H 1.083 0.892 -0.594
H 0.865 2.550 -0.205
H 0.884 -2.041 -0.020
H 0.198 -3.053 1.191
H -0.651 2.062 1.573
H 0.093 0.750 2.689
```

Computed properties:
HOMO level = 0.42 eV
SMILES = CCOCC(OCC)=P([O-])([O-])OC#N
Electronic energy = -28468.3475 eV
Charge = -2

Atomic partial charges in e from the Löwdin method, atoms 1 to 8:
1 C -0.61
2 C -0.09
3 C -0.09
4 C -0.24
5 C -0.33
6 C -0.29
7 C -0.32
8 N 0.04



This record from the OMol25 dataset describes a cluster of 2 separate species, C7H12NS2 in total. The level of theory is ωB97M-V with the def2-TZVPD basis set.

XYZ file:
```
22
Properties=species:S:1:pos:R:3
C 1.660 1.733 -0.180
C 1.796 -0.444 0.940
C 0.572 -0.923 0.140
C -0.649 0.075 0.380
C -0.770 1.369 -0.524
C 0.875 -1.191 -1.296
C -2.049 -0.648 0.411
N 0.524 2.037 -0.314
S 2.977 0.756 0.106
S -2.181 2.433 -0.154
H 1.579 0.192 1.850
H 2.480 -1.237 1.132
H 0.294 -1.833 0.586
H -0.415 0.592 1.311
H -0.784 1.025 -1.961
H 1.482 -0.381 -1.706
H 0.072 -1.465 -1.871
H 1.583 -1.980 -1.211
H -2.318 -1.101 -0.626
H -2.878 -0.090 0.769
H -2.003 -1.443 1.040
H -1.849 2.525 1.178
```

Computed properties:
HOMO level = -13.40 eV
Electronic energy = -30603.6351 eV
Charge = +1

Atomic partial charges in e from the Löwdin method, atoms 1 to 8:
1 C -0.35
2 C -0.31
3 C -0.35
4 C -0.32
5 C -0.64
6 C -0.05
7 C -0.05
8 N 0.12



This record from the OMol25 dataset describes the ion C7H12O with charge -1. The level of theory is ωB97M-V with the def2-TZVPD basis set.

XYZ file:
```
20
Properties=species:S:1:pos:R:3
O 2.607 -3.385 -0.929
C 1.587 -2.739 -1.229
C 1.546 -1.216 -1.103
C 0.200 -0.695 -0.497
C 0.370 0.637 0.190
C -1.216 2.516 0.081
C -0.891 1.344 0.628
C -1.675 0.699 1.749
H 0.644 -3.053 -1.697
H 1.603 -0.746 -2.124
H 2.502 -0.841 -0.700
H 0.036 -1.501 0.214
H -0.596 -0.735 -1.225
H 0.927 1.421 -0.391
H 1.040 0.636 1.065
H -2.081 3.056 0.518
H -0.857 3.107 -0.738
H -2.236 1.422 2.338
H -2.462 -0.019 1.455
H -1.047 0.093 2.394
```

Computed properties:
HOMO level (alpha / beta) = 0.80 / -3.46 eV
<S²> = 0.753
Multiplicity = 2
Electronic energy = -9498.4652 eV
Charge = -1

Atomic partial charges in e from the Löwdin method, atoms 1 to 8:
1 O -0.20
2 C -0.49
3 C -0.26
4 C -0.25
5 C -0.24
6 C 0.00
7 C -0.38
8 C -0.09



This record from the OMol25 dataset describes a structure of composition C7H12O. The level of theory is ωB97M-V with the def2-TZVPD basis set.

XYZ file:
```
20
Properties=species:S:1:pos:R:3
C 0.234 -0.176 0.075
C 0.754 0.073 -1.200
C 1.183 0.971 -0.065
C -1.500 0.595 -0.296
C 0.166 -1.343 0.986
C -1.986 1.187 1.007
C 2.101 -1.257 -1.433
O 1.964 -2.409 -1.745
H 0.353 0.227 -2.189
H 3.167 -0.892 -1.370
H 0.791 1.979 -0.007
H 2.199 0.870 0.298
H -2.083 -0.259 -0.633
H -1.451 1.339 -1.089
H -0.159 -1.036 1.979
H 1.148 -1.819 1.042
H -0.530 -2.088 0.602
H -2.979 1.632 0.893
H -1.316 1.975 1.356
H -2.055 0.431 1.789
```

Computed properties:
HOMO level = -8.30 eV
Electronic energy = -9496.9973 eV
Charge = 0

Atomic partial charges in e from the Löwdin method, atoms 1 to 8:
1 C -0.40
2 C -0.15
3 C -0.07
4 C -0.11
5 C -0.04
6 C -0.15
7 C -0.14
8 O 0.02



This record from the OMol25 dataset describes the molecule C7H12O. The level of theory is ωB97M-V with the def2-TZVPD basis set.

XYZ file:
```
20
Properties=species:S:1:pos:R:3
C 1.200 2.340 -0.845
C 0.249 2.022 0.329
C -0.634 0.769 -0.080
C -1.780 0.951 -0.744
C 0.097 -2.994 0.404
O 0.778 -2.959 1.649
C -0.501 -1.713 0.060
C -0.119 -0.482 0.310
H 0.620 2.290 -1.760
H 1.603 3.286 -0.775
H 1.961 1.520 -0.991
H 0.815 1.724 1.211
H -0.241 2.919 0.668
H -2.176 1.902 -1.101
H -2.292 0.095 -1.018
H 1.025 -3.382 -0.251
H -0.670 -3.934 0.483
H 0.761 -1.999 1.976
H -1.481 -1.825 -0.473
H 0.784 -0.529 0.947
```

Computed properties:
HOMO level = -8.75 eV
SMILES = C=C(/C=C/CO)CC
Electronic energy = -9498.2989 eV
Charge = 0

Atomic partial charges in e from the Löwdin method, atoms 1 to 8:
1 C -0.10
2 C -0.19
3 C -0.30
4 C 0.08
5 C -0.29
6 O -0.13
7 C -0.11
8 C -0.11